Here is C20H46Br6N2O10P2 as an isolated structure from the OMol25 dataset. Energies are from wB97M-V/def2-TZVPD.

Relative energy (zero: lowest compared OMol25 entry of this formula, charge and spin) ... 0.0 kcal per mole
Net charge ... 0
2S+1 ... 1

Last column: Mulliken charge in e.
Cartesian coordinates (Å):
C: -36.0220 7.1831 -4.8691  0.29
O: -36.3493 6.3093 -5.6654  -0.35
N: -36.2385 7.1034 -3.5399  0.30
C: -35.6782 8.0961 -2.6253  -0.60
C: -36.9680 6.0099 -2.9152  -0.28
H: -35.5371 8.1311 -5.1447  -0.09
H: -35.0183 8.7870 -3.1508  0.00
H: -35.1514 7.6220 -1.8031  0.17
H: -36.5179 8.7152 -2.2839  0.30
H: -37.0256 5.1995 -3.6416  -0.19
H: -36.3638 5.6187 -2.0987  -0.19
H: -37.9392 6.3772 -2.5960  0.32
C: -35.9779 11.3428 -5.0101  0.13
O: -34.9973 10.6271 -5.0459  -0.44
N: -36.1245 12.4431 -5.7787  0.14
C: -37.1792 13.3829 -5.4768  -0.92
C: -35.0536 12.9059 -6.6599  -0.90
H: -36.8597 11.1923 -4.3707  0.22
H: -38.0609 12.8609 -5.1068  0.28
H: -37.4955 13.9788 -6.3312  0.31
H: -36.8467 14.0865 -4.7028  0.36
H: -35.4906 13.0881 -7.6372  0.29
H: -34.7051 13.8555 -6.2378  0.37
H: -34.2348 12.2005 -6.6351  0.24
C: -35.0707 7.1906 -8.5973  1.31
Br: -33.3109 6.3277 -8.6654  -0.10
Br: -35.8073 7.2986 -10.3906  -0.08
Br: -34.9290 8.9839 -7.8496  -0.06
H: -35.7358 6.5792 -8.0010  -1.17
C: -39.0590 5.7719 0.8272  -0.36
Br: -39.4559 4.7725 2.4420  -0.04
Br: -39.7495 4.7956 -0.7021  -0.04
Br: -37.1801 6.1831 0.6622  0.02
H: -39.5860 6.7087 0.8911  0.41
C: -33.4046 4.4082 -0.6221  -1.20
C: -32.9414 5.2615 -1.7904  0.08
O: -32.6075 6.5711 -1.2950  -0.32
P: -31.4441 7.3510 -2.0475  0.88
O: -30.4688 6.5155 -2.7568  -0.75
O: -32.2115 8.4562 -2.9064  -0.17
C: -32.0536 8.5550 -4.3357  0.06
C: -32.0061 10.0190 -4.7211  -1.31
O: -30.8438 8.1878 -0.8539  -0.40
C: -29.8682 9.2251 -1.0748  -0.03
C: -28.4552 8.6331 -1.2220  -1.07
H: -34.4202 4.6497 -0.3046  0.13
H: -33.4551 3.3539 -0.9201  0.39
H: -32.7382 4.3972 0.2387  0.36
H: -32.0793 4.7664 -2.2325  0.47
H: -33.7593 5.3606 -2.5056  -0.03
H: -31.1188 8.1049 -4.6868  0.47
H: -32.8370 8.0162 -4.8765  0.07
H: -32.7867 10.6200 -4.2578  0.24
H: -31.0378 10.4805 -4.5199  0.47
H: -32.1761 10.1330 -5.7977  0.37
H: -30.1573 9.8012 -1.9599  0.07
H: -29.9187 9.9064 -0.2274  0.33
H: -28.3744 7.8276 -0.4991  0.27
H: -28.3716 8.2078 -2.2184  0.27
H: -27.7373 9.4401 -1.0885  0.41
C: -39.8415 5.5912 -11.1529  -1.17
C: -39.4757 4.4142 -10.2638  -0.28
O: -38.4565 4.8742 -9.3362  -0.09
P: -37.9408 3.8227 -8.2626  0.58
O: -37.8301 2.4366 -8.6977  -0.83
O: -36.6114 4.5696 -7.8163  0.11
C: -35.5958 3.9182 -7.0352  -0.08
C: -36.1044 3.2186 -5.7842  -0.81
O: -38.9409 3.9987 -7.0221  -0.39
C: -38.9589 5.2697 -6.3402  0.74
C: -40.3860 5.6277 -6.0227  -1.56
H: -39.9848 6.5042 -10.5785  0.31
H: -38.9975 5.7894 -11.8182  0.27
H: -40.7044 5.3247 -11.7592  0.38
H: -40.3558 4.0461 -9.7336  0.33
H: -39.0103 3.6387 -10.8723  0.29
H: -35.0456 3.1840 -7.6250  0.34
H: -34.9636 4.7610 -6.7627  0.05
H: -35.2637 2.6430 -5.3870  0.47
H: -36.3462 3.9304 -4.9920  0.09
H: -36.9457 2.5588 -5.9849  0.35
H: -38.3690 5.1179 -5.4342  -0.05
H: -38.4853 6.0595 -6.9209  0.19
H: -40.8988 4.8924 -5.4006  0.32
H: -40.4975 6.5819 -5.5042  0.38
H: -40.9367 5.7164 -6.9648  0.35


Here is a 9-piece molecular cluster, C35H94N6O10 overall from the OMol25 dataset. Energies are from wB97M-V/def2-TZVPD.

Calculated total energy ... -67225.0430 eV
⟨S²⟩ ... 0.751
Net charge ... -1
2S+1 ... 2

Last column: Mulliken spin population.
Cartesian coordinates (Å):
C: 1.7516 6.5638 -0.2879  0.04
C: 3.1387 6.1982 -0.0374  0.42
C: 3.7601 7.1898 0.9829  0.11
O: 3.0901 4.9636 0.4175  -0.95
H: 1.6881 7.4367 -0.9376  -0.11
H: 1.2585 6.8431 0.6432  0.04
H: 1.1586 5.7463 -0.6980  0.18
H: 3.5911 6.2504 -1.0277  -0.03
H: 3.9864 8.1627 0.5466  -0.05
H: 4.7135 6.7896 1.3277  -0.06
H: 3.2130 7.2220 1.9250  0.04
H: 3.9409 4.5254 0.4921  0.58
C: -1.1853 5.9084 2.1952  0.01
C: -0.6211 5.1410 3.4451  -0.11
C: 0.8993 5.3162 3.7605  0.20
O: -1.3013 5.6029 4.5822  0.00
H: -2.2476 5.6890 2.0879  0.00
H: -0.7826 5.4254 1.3049  0.01
H: -1.0773 6.9930 2.2048  0.00
H: -0.8517 4.0972 3.2321  0.05
H: 1.0232 6.3553 4.0653  -0.01
H: 1.5981 5.1543 2.9397  -0.06
H: 1.2876 4.6205 4.5043  0.02
H: -0.7618 5.5549 5.3748  0.00
C: -7.3225 1.4700 -0.7357  0.00
C: -6.0072 0.8026 -0.6723  -0.01
C: -4.6593 1.6374 -0.5362  -0.02
O: -6.0566 -0.0031 0.5266  0.00
H: -7.4580 2.0009 -1.6780  0.00
H: -7.3940 2.1395 0.1215  0.00
H: -8.0906 0.7153 -0.5663  0.00
H: -5.9099 0.2302 -1.5947  0.00
H: -4.7335 2.4069 -1.3047  0.01
H: -3.7898 1.0039 -0.7115  0.01
H: -4.5097 2.0442 0.4639  0.00
H: -5.5817 -0.8277 0.4004  0.00
C: -1.5393 3.6393 -3.9039  0.74
O: -2.1505 2.8794 -2.8502  -0.40
C: -1.7961 3.2482 -1.5104  -0.37
C: -0.3113 3.0054 -1.1223  0.73
N: -0.0220 1.7393 -0.5191  0.06
C: -0.2772 0.6222 -1.3680  -0.38
C: 0.1590 -0.6968 -0.5395  -0.39
O: 0.0419 -1.8113 -1.4197  0.09
C: 0.9456 -2.8855 -1.1843  0.21
H: -1.7810 4.6833 -3.7043  -0.01
H: -1.9828 3.2929 -4.8373  0.00
H: -0.4632 3.4665 -3.9182  -0.13
H: -2.4059 2.7152 -0.7809  0.05
H: -2.0789 4.2940 -1.3908  0.00
H: 0.0276 3.8163 -0.4776  -0.34
H: 0.4213 3.1191 -1.9214  0.27
H: 0.9771 1.6368 -0.6260  0.00
H: 0.3183 0.5266 -2.2759  -0.01
H: -1.3205 0.4278 -1.6168  0.00
H: -0.3848 -0.8585 0.3912  0.03
H: 1.1955 -0.6106 -0.2134  0.04
H: 0.9609 -3.0289 -0.1039  -0.07
H: 1.9578 -2.6956 -1.5414  0.01
H: 0.3436 -3.6789 -1.6273  -0.01
C: 4.4393 -4.9984 3.5070  0.03
C: 3.6257 -5.0006 2.2445  -0.08
C: 4.4033 -4.6985 0.9738  0.05
O: 4.9081 -3.3645 0.7854  -0.09
C: 4.0268 -2.2950 1.0361  0.31
N: 2.9739 -6.3555 2.0974  0.01
H: 4.0889 -5.5338 4.3894  0.00
H: 4.7178 -4.0047 3.8578  0.00
H: 5.2908 -5.6095 3.2075  0.00
H: 2.7801 -4.3265 2.3813  -0.01
H: 3.6938 -4.8556 0.1614  0.01
H: 5.0507 -5.5610 0.8154  0.02
H: 3.5294 -2.2140 2.0026  0.04
H: 3.2425 -2.3809 0.2840  -0.08
H: 4.4848 -1.3060 1.0278  -0.12
H: 2.3920 -6.3802 1.2723  0.00
H: 3.6483 -7.0103 1.7280  0.00
C: -0.7569 -5.5258 1.5916  0.02
C: -0.7264 -4.4024 2.6655  -0.02
C: -1.8103 -4.5125 3.7380  0.01
O: -2.9172 -4.0634 3.0270  -0.01
C: -4.0538 -3.8676 3.8350  0.00
N: 0.6246 -4.5158 3.3227  0.01
H: 0.0282 -5.5386 0.8356  0.00
H: -1.6382 -5.3170 0.9851  0.00
H: -0.8882 -6.5293 1.9964  0.00
H: -0.7896 -3.4585 2.1240  0.00
H: -1.6419 -3.8979 4.6224  0.00
H: -2.0098 -5.4581 4.2420  0.00
H: -3.7897 -3.6611 4.8721  0.00
H: -4.6644 -4.7575 3.6823  0.00
H: -4.7215 -3.1287 3.3919  0.00
H: 0.8611 -5.4960 3.2644  0.00
H: 1.3332 -4.1267 2.7172  0.01
C: 3.1492 0.4516 -3.3586  0.39
C: 3.2570 -0.4251 -4.6256  0.41
C: 4.2883 -1.5030 -4.3312  -0.02
O: 4.6023 -2.2811 -5.5178  -0.04
C: 5.4887 -1.7423 -6.4551  0.08
N: 1.9990 -1.1328 -4.8619  -0.06
H: 2.6110 1.3647 -3.6129  -0.03
H: 4.1262 0.7623 -2.9884  -0.26
H: 2.7499 0.0834 -2.4136  -0.09
H: 3.6441 0.0998 -5.4989  -0.04
H: 3.9578 -2.2478 -3.6072  0.05
H: 5.2871 -1.1705 -4.0483  -0.07
H: 4.9893 -0.8485 -6.8290  0.00
H: 5.3985 -2.4805 -7.2519  -0.01
H: 6.4697 -1.5658 -6.0139  -0.02
H: 1.2415 -0.4675 -4.9223  0.04
H: 2.0034 -1.4163 -5.8313  0.02
C: -3.5629 0.6563 -4.1743  0.02
C: -4.1747 -0.6427 -4.7429  -0.01
C: -3.5207 -1.9185 -3.9377  0.00
O: -2.0810 -1.7860 -3.9518  -0.03
C: -1.3497 -3.0059 -3.8612  0.04
N: -5.6504 -0.7367 -4.6746  -0.01
H: -3.9831 1.4512 -4.7905  0.01
H: -2.4731 0.6374 -4.1812  0.00
H: -3.7912 0.7341 -3.1114  0.01
H: -3.7544 -0.6782 -5.7480  0.02
H: -3.8103 -2.8683 -4.3873  0.00
H: -3.7480 -1.9077 -2.8717  0.01
H: -1.5163 -3.6576 -4.7189  0.00
H: -1.5115 -3.6846 -3.0237  0.01
H: -0.2889 -2.8122 -4.0199  0.00
H: -5.9876 -1.4597 -5.2941  0.00
H: -5.9558 0.1763 -4.9800  0.00
C: 1.2618 0.3114 6.2593  0.02
C: 0.7073 -0.3614 5.0238  -0.04
C: -0.4249 0.5810 4.4342  -0.01
O: -0.9763 0.1601 3.2541  -0.03
C: -1.7537 1.1519 2.5549  0.00
N: 1.7810 -0.5293 4.0692  0.05
H: 0.5642 0.4994 7.0755  0.00
H: 1.7149 1.2640 5.9845  -0.01
H: 1.9644 -0.4569 6.5821  0.00
H: 0.1821 -1.2999 5.2014  0.00
H: 0.0941 1.5142 4.2153  0.04
H: -1.3279 0.6671 5.0386  -0.01
H: -1.2030 2.0901 2.6226  0.07
H: -2.6319 1.3093 3.1811  0.00
H: -1.9151 0.7983 1.5365  -0.02
H: 1.4488 -0.2486 3.1576  0.01
H: 2.0830 -1.4931 4.0667  -0.02


Here is one molecule with the formula C4H12N2 from the OMol25 dataset. Energies are from wB97M-V/def2-TZVPD.

Relative energy (zero: lowest compared OMol25 entry of this formula, charge and spin) ... 53.8 kcal per mole
SMILES string ... CNCCCN
Net charge ... 0
2S+1 ... 1

Last column: Mulliken charge in e.
Cartesian coordinates (Å):
C: -1.2190 1.9288 0.1696  -0.88
N: -1.1936 0.4838 0.3762  -0.14
C: -1.0195 -0.6248 -0.4586  -0.60
C: 0.2097 -1.5235 0.0729  -0.49
C: 1.5762 -0.8712 0.3086  -0.74
N: 1.9776 0.2229 -0.4550  -0.60
H: -0.9330 2.1666 -0.9157  0.24
H: -0.3806 2.2314 0.8199  0.30
H: -2.0318 2.7184 0.2564  0.28
H: -1.7397 0.3813 1.2734  0.19
H: -1.8320 -1.3087 -0.3423  0.33
H: -0.8610 -0.2780 -1.5454  0.30
H: -0.1976 -2.0076 1.0306  0.25
H: 0.4806 -2.3777 -0.5629  0.37
H: 1.6410 -0.5540 1.3864  0.28
H: 2.2652 -1.6781 0.3048  0.39
H: 1.4394 1.1081 -0.2652  0.27
H: 1.8181 -0.0177 -1.4537  0.25